Here is a cluster of 3 separate species, C4H9NO6S in total at a distorted geometry from the Open Molecules 2025 dataset. Energies are from ωB97M-V with the def2-TZVPD basis set.

Structure (XYZ):
```
21
Properties=species:S:1:pos:R:3:lowdin_charge:R:1
C 4.912 -0.093 0.235 -0.457
C 0.292 -2.675 0.510 -0.098
C -0.319 -2.036 -0.690 -0.298
C 1.092 0.368 1.222 -0.078
N 1.008 1.660 1.218 0.033
O 5.155 -1.048 0.816 0.227
O 4.748 0.856 -0.386 0.206
O 1.225 1.332 -1.356 -0.304
O 2.241 -0.937 -0.794 -0.275
O 2.512 3.681 -0.290 -0.037
O -0.182 -0.654 -0.666 -0.266
S 1.250 0.074 -0.600 0.645
H -0.452 -2.967 1.273 0.090
H 0.972 -3.534 0.287 0.098
H 1.051 -2.021 0.949 0.027
H -1.299 -2.375 -0.761 0.093
H 0.156 -2.310 -1.763 0.166
H 0.977 2.131 2.098 0.104
H 2.062 3.448 -1.163 0.083
H 1.148 2.074 0.228 0.071
H 3.355 3.383 -0.260 -0.032
```

The orbital gap is 10.190 eV. Its energy relative to the best compared isomer or geometry (same formula, charge and spin) is 46.2 kcal per mole. The total energy is -28901.42072 eV. Its multiplicity is 1.

=====

Here is the ion C4H9NOS with charge -1 at a distorted geometry from the Open Molecules 2025 dataset. Energies are from ωB97M-V with the def2-TZVPD basis set.

Structure (XYZ):
```
16
Properties=species:S:1:pos:R:3:mulliken_spin:R:1
O 0.229 -0.287 1.696 -0.714
C 1.031 0.078 0.843 1.094
N 0.670 0.235 -0.459 -0.032
C -0.494 -0.435 -1.014 1.412
C -1.828 -0.145 -0.279 0.140
S -3.255 -0.494 -1.340 0.168
C 2.424 0.707 1.170 0.652
H 1.178 0.836 -1.105 -0.931
H -0.266 -1.499 -1.021 0.078
H -0.795 -0.070 -1.996 -0.323
H -1.926 -0.608 0.704 0.150
H -1.818 0.922 -0.039 -0.208
H -3.073 -1.767 -0.923 -0.022
H 3.128 -0.043 1.533 0.040
H 2.183 1.350 2.017 0.177
H 2.613 1.219 0.212 -0.681
```

The orbital gap (spin up / spin down) is 2.190 / 8.684 eV. Its energy relative to the best compared isomer or geometry (same formula, charge and spin) is 17.3 kcal per mole. The total energy is -18665.51370 eV. Its expectation value of S² is 0.75. Its multiplicity is 2. The net charge is -1.

=====

Here is the ion C4H9NOS with charge -2 at a distorted geometry from the Open Molecules 2025 dataset. Energies are from ωB97M-V with the def2-TZVPD basis set.

Structure (XYZ):
```
16
Properties=species:S:1:pos:R:3:lowdin_charge:R:1
C -0.261 0.052 0.017 -0.320
N -0.331 -1.135 0.858 -0.093
C -1.717 -1.533 1.290 -0.584
O -2.180 -2.643 0.660 -0.409
C 1.166 0.499 -0.292 -0.337
C 1.227 1.699 -1.234 -0.803
S 2.933 2.207 -1.737 -0.065
H -0.806 0.861 0.521 0.097
H -0.789 -0.107 -0.943 0.107
H -0.043 -1.951 0.325 0.073
H -2.348 -0.628 1.113 0.064
H -1.663 -1.710 2.397 0.053
H 1.699 -0.352 -0.738 0.087
H 1.679 0.730 0.646 0.085
H 0.772 2.575 -0.752 0.023
H 0.665 1.435 -2.132 0.022
```

The orbital gap is 5.854 eV. The SMILES is [O-]CNCCC[S-]. Its energy relative to the best compared isomer or geometry (same formula, charge and spin) is 0.0 kcal per mole. The total energy is -18664.79164 eV. Its multiplicity is 1. The net charge is -2.

=====

Here is a structure of composition C4H9NOS at a distorted geometry from the Open Molecules 2025 dataset. Energies are from ωB97M-V with the def2-TZVPD basis set.

Structure (XYZ):
```
16
Properties=species:S:1:pos:R:3:lowdin_charge:R:1
C -0.035 -0.669 0.274 -0.267
N -0.984 -0.625 1.361 -0.005
C -1.732 -1.790 1.508 -0.357
O -2.139 -1.834 2.635 -0.006
C -0.166 0.460 -0.615 -0.259
C 1.235 1.056 -1.319 -0.537
S 1.715 2.651 -0.578 0.651
H 1.041 -0.755 0.586 0.117
H -0.234 -1.852 -0.342 0.202
H -1.134 -0.056 2.220 0.171
H -2.025 -2.635 0.785 0.155
H -0.803 0.325 -1.465 0.091
H -0.534 1.389 -0.191 0.077
H 1.928 0.340 -1.008 0.011
H 1.067 1.179 -2.455 0.093
H 2.800 2.815 -1.395 -0.135
```

The orbital gap is 10.072 eV. Its energy relative to the best compared isomer or geometry (same formula, charge and spin) is 73.3 kcal per mole. The total energy is -18664.34590 eV. Its multiplicity is 1.

=====

Here is the molecule C4H9NOS from the Open Molecules 2025 dataset. Energies are from ωB97M-V with the def2-TZVPD basis set.

Structure (XYZ):
```
16
Properties=species:S:1:pos:R:3:lowdin_charge:R:1
C 0.390 -0.781 1.031 -0.140
C -0.117 -1.288 -0.320 -0.275
C -0.302 -0.196 -1.358 -0.564
S 1.255 0.459 -2.038 0.706
C -0.501 0.308 1.599 -0.561
N -1.709 -0.137 2.102 0.152
O -0.243 1.488 1.538 0.061
H 0.410 -1.600 1.755 0.114
H 1.389 -0.354 0.952 0.112
H -1.080 -1.791 -0.176 0.111
H 0.595 -2.034 -0.662 0.101
H -0.853 0.636 -0.925 0.067
H -0.889 -0.567 -2.194 0.067
H 1.562 -0.662 -2.695 -0.151
H -2.231 0.590 2.569 0.104
H -1.760 -1.053 2.521 0.096
```

The orbital gap is 9.815 eV. The SMILES is NC(=O)CCCS. Its energy relative to the best compared isomer or geometry (same formula, charge and spin) is 2.9 kcal per mole. The total energy is -18667.40064 eV. Its multiplicity is 1.

=====

Here is a cluster of 2 separate species, C4H9NOS in total at a distorted geometry from the Open Molecules 2025 dataset. Energies are from ωB97M-V with the def2-TZVPD basis set.

Structure (XYZ):
```
16
Properties=species:S:1:pos:R:3:lowdin_charge:R:1
C -1.212 0.688 1.057 -0.117
C 2.134 0.100 -0.571 -0.011
C -0.341 0.646 -0.240 -0.265
C 0.970 -0.004 0.084 -0.222
N -1.586 -2.605 -0.266 -0.268
O -1.551 -1.994 -2.598 -0.476
S -1.939 -2.978 -1.703 0.827
H -1.743 -0.317 1.137 0.054
H -2.052 1.468 1.090 0.082
H -0.544 0.649 1.976 0.074
H -1.883 -3.284 0.408 -0.012
H 2.300 0.270 -1.592 0.034
H 2.995 -0.385 -0.106 0.046
H 0.048 1.530 -0.772 0.115
H -0.809 -0.016 -0.926 0.050
H 0.994 -0.607 0.991 0.091
```

The orbital gap is 8.436 eV. Its energy relative to the best compared isomer or geometry (same formula, charge and spin) is 79.9 kcal per mole. The total energy is -18664.06057 eV. Its multiplicity is 1.

=====

Here is the molecule C4H9NOS at a distorted geometry from the Open Molecules 2025 dataset. Energies are from ωB97M-V with the def2-TZVPD basis set.

Structure (XYZ):
```
16
Properties=species:S:1:pos:R:3:lowdin_charge:R:1
C -0.206 -0.854 0.695 -0.166
C -1.113 0.265 0.373 -0.231
C -0.632 1.027 -0.885 -0.511
S -0.833 0.031 -2.382 0.576
C 1.030 -0.350 1.412 -0.483
N 0.808 0.043 2.763 0.127
O 2.077 -0.337 0.793 0.094
H -0.579 -1.714 1.142 0.105
H 0.232 -1.362 -0.106 0.082
H -0.896 1.033 1.049 0.087
H -2.139 0.084 0.197 0.108
H 0.280 1.544 -1.101 0.064
H -1.347 1.834 -0.929 0.062
H -1.026 -0.847 -3.482 -0.079
H 1.634 -0.173 3.261 0.074
H 0.428 0.981 2.822 0.092
```

The orbital gap is 7.944 eV. The SMILES is NC(=O)CCCS. Its energy relative to the best compared isomer or geometry (same formula, charge and spin) is 110.3 kcal per mole. The total energy is -18662.74416 eV. Its multiplicity is 1.

=====

Here is a structure of composition C4H9NOS at a distorted geometry from the Open Molecules 2025 dataset. Energies are from ωB97M-V with the def2-TZVPD basis set.

Structure (XYZ):
```
16
Properties=species:S:1:pos:R:3:lowdin_charge:R:1
C 0.167 0.281 -0.030 -0.613
C -1.226 -0.307 0.008 -0.250
C 1.040 -0.300 -1.151 -0.404
C 1.042 -0.274 1.139 -0.414
H -0.322 2.154 0.811 0.071
H -0.249 2.203 -0.878 0.089
H -1.634 0.084 0.963 0.128
H -1.834 0.136 -0.783 0.123
H -2.128 -1.991 -0.036 0.099
H 0.618 -1.144 -1.672 0.075
H 1.320 0.450 -1.836 0.057
H 0.594 -1.148 1.624 0.076
H 1.317 0.514 1.859 0.081
N 0.141 1.785 -0.013 0.072
O -1.203 -1.713 -0.006 -0.047
S 2.358 -0.730 0.003 0.856
```

The orbital gap is 9.022 eV. Its energy relative to the best compared isomer or geometry (same formula, charge and spin) is 38.2 kcal per mole. The total energy is -18665.86952 eV. Its multiplicity is 1.

=====

Here is a cluster of 2 separate species, C4H9NOS in total at a distorted geometry from the Open Molecules 2025 dataset. Energies are from ωB97M-V with the def2-TZVPD basis set.

Structure (XYZ):
```
16
Properties=species:S:1:pos:R:3:mulliken_spin:R:1
C -1.782 0.453 -0.945 -0.003
C -2.598 0.002 0.255 0.047
C -1.352 0.801 0.415 0.825
C 2.620 -1.069 -0.101 0.091
N 0.217 -0.536 0.857 0.861
O 1.315 1.179 -0.849 -0.011
S 1.413 0.259 0.328 0.058
H -1.264 -0.385 -1.343 0.016
H -1.951 1.355 -1.507 0.025
H -3.491 0.594 0.593 0.028
H -2.728 -1.073 0.446 0.007
H -1.016 1.587 1.052 -0.020
H 2.443 -1.276 -1.227 0.001
H 3.584 -0.804 0.200 -0.002
H 2.382 -1.969 0.448 0.002
H 2.210 0.879 1.376 0.074
```

The orbital gap (spin up / spin down) is 5.710 / 7.140 eV. Its energy relative to the best compared isomer or geometry (same formula, charge and spin) is 132.8 kcal per mole. The total energy is -18657.33293 eV. Its expectation value of S² is 2.01. Its multiplicity is 3.

=====

Here is the ion C4H9NOS with charge +1 at a distorted geometry from the Open Molecules 2025 dataset. Energies are from ωB97M-V with the def2-TZVPD basis set.

Structure (XYZ):
```
16
Properties=species:S:1:pos:R:3:mulliken_spin:R:1
O 2.918 0.656 1.201 0.008
C 1.746 0.712 1.427 0.002
C 0.701 0.495 0.326 0.015
C -0.620 -0.030 0.953 0.041
C -1.801 0.227 0.010 0.006
S -1.864 -0.869 -1.400 0.466
N 1.204 -0.415 -0.625 0.463
H 1.435 0.705 2.488 0.000
H 0.566 1.508 -0.075 0.021
H -0.781 0.534 1.871 -0.001
H -0.475 -1.104 1.078 -0.005
H -2.734 0.035 0.551 0.007
H -1.782 1.251 -0.336 0.008
H -0.861 -0.404 -2.155 -0.005
H 1.035 -0.418 -1.625 -0.013
H 2.170 -0.741 -0.573 -0.012
```

The orbital gap (spin up / spin down) is 10.873 / 5.257 eV. Its energy relative to the best compared isomer or geometry (same formula, charge and spin) is 23.3 kcal per mole. The total energy is -18656.96964 eV. Its expectation value of S² is 0.76. Its multiplicity is 2. The net charge is +1.

=====

Here is a cluster of 2 separate species, C4H9NOS2 in total at a distorted geometry from the Open Molecules 2025 dataset. Energies are from ωB97M-V with the def2-TZVPD basis set.

Structure (XYZ):
```
17
Properties=species:S:1:pos:R:3:lowdin_charge:R:1
C -0.708 0.839 -0.070 -0.397
C -0.237 0.098 1.151 -0.639
C 1.126 0.053 0.566 -0.573
C 0.543 0.429 -0.858 -0.402
H -1.872 -0.453 -1.259 0.129
H -2.633 1.031 -0.956 0.080
H -0.706 1.920 0.123 0.159
H -0.249 0.753 2.051 0.109
H -2.231 -1.070 0.848 -0.130
H 1.805 0.914 0.820 0.118
H 3.289 -0.973 0.229 -0.121
H 1.068 1.274 -1.384 0.148
H 1.357 -1.505 -1.360 0.221
N -1.946 0.391 -0.586 -0.003
O 0.340 -0.713 -1.596 -0.162
S -1.112 -1.471 1.500 0.737
S 2.167 -1.517 0.779 0.729
```

The orbital gap is 9.048 eV. Its energy relative to the best compared isomer or geometry (same formula, charge and spin) is 74.4 kcal per mole. The total energy is -29499.25506 eV. Its multiplicity is 1.

=====

Here is the ion C4H9NOS2 with charge +1 at a distorted geometry from the Open Molecules 2025 dataset. Energies are from ωB97M-V with the def2-TZVPD basis set.

Structure (XYZ):
```
17
Properties=species:S:1:pos:R:3:mulliken_spin:R:1
S -3.303 0.064 -2.751 0.360
S -1.416 0.294 -2.537 0.486
C -0.306 -0.274 -1.077 0.055
C -0.592 0.643 0.195 0.027
C 0.745 1.301 0.732 0.008
N 1.736 0.331 0.936 0.004
C 1.453 -0.923 1.685 0.000
O 0.724 2.489 1.033 0.023
H -3.774 -0.966 -3.424 0.024
H 0.765 -0.270 -1.466 0.002
H -0.685 -1.263 -1.030 0.002
H -0.903 0.099 1.088 0.005
H -1.258 1.540 0.028 0.004
H 2.630 0.709 1.064 0.001
H 2.382 -1.450 1.920 0.000
H 0.851 -1.630 1.026 0.000
H 0.950 -0.695 2.580 0.000
```

The orbital gap (spin up / spin down) is 8.200 / 4.533 eV. Its energy relative to the best compared isomer or geometry (same formula, charge and spin) is 41.5 kcal per mole. The total energy is -29491.54331 eV. Its expectation value of S² is 0.76. Its multiplicity is 2. The net charge is +1.

=====

Here is the ion C4H9NP with charge +1 at a distorted geometry from the Open Molecules 2025 dataset. Energies are from ωB97M-V with the def2-TZVPD basis set.

Structure (XYZ):
```
15
Properties=species:S:1:pos:R:3:lowdin_charge:R:1
C -2.425 -0.631 -0.065 -0.589
C -1.086 -1.357 -0.033 -0.271
C 0.278 -0.661 0.166 -0.178
C 0.444 0.640 -0.602 -0.089
N 0.897 1.767 0.143 0.174
P -2.894 0.991 -0.021 0.820
H -3.218 -1.474 0.089 0.086
H -1.232 -2.142 0.646 0.096
H -0.923 -1.771 -0.962 0.087
H 0.440 -0.461 1.243 0.127
H 1.062 -1.283 -0.177 0.108
H 0.846 0.551 -1.608 0.126
H 1.841 1.809 0.520 0.182
H 0.192 1.682 0.857 0.137
H 0.822 2.612 -0.432 0.183
```

The orbital gap (spin up / spin down) is 6.893 / 8.275 eV. Its energy relative to the best compared isomer or geometry (same formula, charge and spin) is 93.6 kcal per mole. The total energy is -15061.50244 eV. Its multiplicity is 1. The net charge is +1.

=====

Here is the ion C4H9NP with charge +1 at a distorted geometry from the Open Molecules 2025 dataset. Energies are from ωB97M-V with the def2-TZVPD basis set.

Structure (XYZ):
```
15
Properties=species:S:1:pos:R:3:lowdin_charge:R:1
C 1.865 0.071 -0.088 -0.282
C -0.297 -1.336 -1.158 -0.153
C -0.356 -0.363 1.737 -0.133
C -0.465 1.599 -0.521 -0.214
N 3.003 0.079 -0.335 0.181
P 0.089 0.006 -0.061 0.779
H -1.064 -1.980 -0.526 0.130
H 0.612 -1.840 -0.998 0.032
H -0.556 -0.885 -2.148 0.100
H -1.474 -0.181 1.790 0.097
H -0.022 0.461 2.367 0.065
H 0.172 -1.232 2.001 0.044
H -1.574 1.470 -0.828 0.108
H 0.146 1.777 -1.527 0.121
H -0.079 2.354 0.293 0.123
```

The orbital gap is 13.083 eV. Its energy relative to the best compared isomer or geometry (same formula, charge and spin) is 25.4 kcal per mole. The total energy is -15064.45961 eV. Its multiplicity is 1. The net charge is +1.

=====

Here is a cluster of 2 separate species, C4H9NS in total at a distorted geometry from the Open Molecules 2025 dataset. Energies are from ωB97M-V with the def2-TZVPD basis set.

Structure (XYZ):
```
15
Properties=species:S:1:pos:R:3:lowdin_charge:R:1
C 1.751 -0.067 0.754 0.063
C 0.705 -0.976 0.760 -0.349
C -1.059 0.438 1.670 -0.187
C -0.126 -1.162 -2.014 -0.537
N -0.551 -0.763 1.248 -0.092
S -1.652 -1.485 -1.083 0.603
H 2.712 -0.056 0.324 0.042
H 1.577 0.956 1.078 0.044
H 0.932 -1.913 0.235 0.096
H -1.995 0.752 1.230 0.082
H -1.266 0.268 2.745 0.105
H -0.382 1.277 1.542 0.066
H 0.314 -0.407 -1.182 0.038
H -0.313 -0.670 -2.927 -0.003
H 0.546 -2.039 -2.037 0.029
```

The orbital gap (spin up / spin down) is 6.249 / 6.249 eV. Its energy relative to the best compared isomer or geometry (same formula, charge and spin) is 114.5 kcal per mole. The total energy is -16614.49038 eV. Its multiplicity is 1.